i) DFT (ωB97M-V with the def2-TZVPD basis set) results for the molecule C19H31N3O4.

Summary:
SMILES: C=C(C)CC(=O)N[C@H]1C[C@H]2CC[C@@H]([C@H]1C)N2C(=O)C(C)(C)NC(=O)OC
E_LUMO: 0.5 eV
HOMO level: -9.3 eV
net charge: 0

Geometry (Å):
C  4.02  7.32  -0.30
C  4.82  6.58  0.47
C  4.81  6.66  1.97
C  5.78  5.59  -0.13
C  5.35  4.13  0.03
O  6.17  3.23  0.09
N  4.01  3.93  0.04
C  3.41  2.61  0.13
C  2.24  2.60  1.13
C  0.90  3.00  0.50
C  0.92  4.36  -0.21
C  1.40  4.04  -1.65
C  1.58  2.51  -1.66
C  2.98  2.04  -1.24
C  4.01  2.28  -2.33
N  0.62  2.11  -0.62
C  0.02  0.90  -0.41
O  -0.29  0.54  0.71
C  -0.34  0.03  -1.63
C  0.89  -0.76  -2.08
C  -1.45  -0.94  -1.23
N  -0.81  0.94  -2.69
C  -1.20  0.52  -3.92
O  -1.06  -0.58  -4.38
O  -1.77  1.55  -4.59
C  -2.20  1.22  -5.91
H  4.05  7.25  -1.38
H  3.32  8.02  0.14
H  5.79  6.99  2.33
H  4.06  7.35  2.33
H  4.63  5.68  2.40
H  5.91  5.77  -1.20
H  6.77  5.67  0.33
H  3.44  4.75  -0.04
H  4.21  1.98  0.51
H  2.12  1.59  1.53
H  2.48  3.25  1.98
H  0.11  2.92  1.24
H  -0.08  4.78  -0.23
H  1.55  5.10  0.31
H  0.64  4.33  -2.38
H  2.32  4.55  -1.93
H  1.32  2.08  -2.62
H  2.90  0.96  -1.08
H  4.08  3.34  -2.59
H  5.00  1.96  -2.00
H  3.75  1.73  -3.23
H  1.33  -1.27  -1.22
H  0.60  -1.50  -2.82
H  1.65  -0.12  -2.53
H  -1.10  -1.60  -0.44
H  -2.32  -0.39  -0.85
H  -1.73  -1.53  -2.09
H  -1.15  1.85  -2.41
H  -2.64  2.13  -6.31
H  -1.36  0.91  -6.53
H  -2.94  0.42  -5.89

ii) DFT (ωB97M-V with the def2-TZVPD basis set) results for the molecule C19H31N3O4.

Summary:
SMILES: C=C(C)CC(=O)N[C@H]1C[C@H]2CC[C@@H]([C@H]1C)N2C(=O)C(C)(C)NC(=O)OC
E_LUMO: 0.6 eV
HOMO level: -9.2 eV
net charge: 0

Geometry (Å):
C  2.77  -0.98  -8.44
C  2.23  0.24  -8.38
C  0.77  0.49  -8.60
C  3.06  1.45  -8.03
C  2.93  1.93  -6.59
O  3.22  3.07  -6.27
N  2.51  0.98  -5.71
C  2.34  1.25  -4.29
C  0.86  1.16  -3.87
C  0.45  -0.25  -3.44
C  0.69  -1.31  -4.53
C  2.14  -1.80  -4.29
C  2.62  -0.99  -3.07
C  3.25  0.36  -3.41
C  4.65  0.21  -3.99
N  1.35  -0.74  -2.39
C  1.14  -0.42  -1.07
O  0.62  0.62  -0.73
C  1.60  -1.41  0.02
C  0.30  -1.91  0.67
C  2.42  -2.60  -0.46
N  2.36  -0.58  0.97
C  2.96  -1.07  2.07
O  3.11  -2.24  2.35
O  3.47  -0.05  2.82
C  4.17  -0.49  3.98
H  3.83  -1.14  -8.28
H  2.16  -1.85  -8.67
H  0.63  1.17  -9.45
H  0.23  -0.43  -8.80
H  0.33  0.99  -7.74
H  4.12  1.26  -8.20
H  2.78  2.30  -8.65
H  2.34  0.06  -6.08
H  2.67  2.28  -4.17
H  0.69  1.83  -3.03
H  0.24  1.50  -4.70
H  -0.57  -0.25  -3.06
H  -0.02  -2.13  -4.41
H  0.52  -0.89  -5.53
H  2.15  -2.86  -4.06
H  2.80  -1.67  -5.15
H  3.30  -1.57  -2.45
H  3.34  0.89  -2.45
H  4.65  -0.37  -4.92
H  5.08  1.19  -4.22
H  5.30  -0.30  -3.28
H  -0.28  -2.49  -0.05
H  0.56  -2.56  1.51
H  -0.29  -1.07  1.02
H  2.01  -2.97  -1.40
H  3.47  -2.34  -0.60
H  2.39  -3.39  0.27
H  2.14  0.41  0.96
H  4.50  0.42  4.48
H  3.51  -1.06  4.64
H  5.02  -1.11  3.72

The structure with the least stability is ii).

i) DFT (ωB97M-V with the def2-TZVPD basis set) results for a cluster of 2 separate species, C8H19N3 in total.

Summary:
SMILES: C/C(N)=C/C(C)(C)C.C=NN
E_LUMO: 0.9 eV
HOMO level: -7.9 eV
net charge: 0

Geometry (Å):
C  2.18  -0.36  -1.38
C  0.95  0.41  -0.89
N  1.16  1.71  -0.53
C  -0.24  -0.18  -0.90
C  -1.60  0.31  -0.53
C  -2.05  -0.32  0.89
C  -2.41  -0.34  -1.61
C  -1.95  1.89  -0.65
H  2.01  -1.37  -1.70
H  2.78  -0.45  -0.50
H  2.65  0.19  -2.18
H  2.15  1.95  -0.66
H  0.89  1.87  0.46
H  -0.37  -1.27  -1.12
H  -1.52  0.30  1.63
H  -3.11  -0.35  1.01
H  -1.69  -1.32  0.88
H  -2.37  -1.37  -1.35
H  -2.00  -0.18  -2.57
H  -3.45  0.05  -1.55
H  -3.01  2.14  -0.45
H  -1.56  2.38  -1.54
H  -1.44  2.25  0.27
C  2.83  -0.66  2.72
N  1.95  -0.43  1.86
N  1.26  -1.53  1.38
H  2.91  0.21  3.40
H  3.10  -1.67  3.13
H  0.62  -1.46  0.62
H  1.34  -2.40  1.85

ii) DFT (ωB97M-V with the def2-TZVPD basis set) results for a cluster of 2 separate species, C8H19N3 in total.

Summary:
E_LUMO (alpha / beta): 0.8 / 0.8 eV
HOMO level (alpha / beta): -7.2 / -7.2 eV
net charge: 0

Geometry (Å):
C  3.48  0.30  1.68
C  2.54  -0.36  2.63
C  -1.49  -1.04  1.18
C  -2.27  -1.32  -1.16
C  -1.97  1.06  -0.19
C  -0.05  0.50  -2.77
C  -0.02  -0.39  -0.56
C  -1.49  -0.37  -0.26
N  3.11  1.43  1.33
N  1.92  -0.19  -1.76
N  0.64  -0.02  -1.62
H  2.07  0.31  3.35
H  3.08  -1.14  3.18
H  1.62  -0.80  2.07
H  -1.31  -2.14  1.05
H  -0.86  -0.63  1.90
H  -2.60  -1.10  1.36
H  -2.35  -0.86  -2.18
H  -3.35  -1.19  -0.83
H  -1.77  -2.17  -0.97
H  -2.00  1.45  -1.18
H  -1.24  1.61  0.38
H  -2.95  1.15  0.24
H  0.76  0.90  -3.49
H  -0.38  -0.35  -3.42
H  -0.69  1.35  -2.52
H  0.65  -0.84  0.22
H  3.60  2.05  0.58
H  4.30  -0.24  1.18
H  2.34  -0.52  -0.90

The structure with the least stability is ii).